C5H10O2 as an isolated structure at a distorted geometry, computed with ωB97M-V with the def2-TZVPD basis set.

Results
LUMO: 0.679 eV

Geometry (Å):
C: 1.120 -0.859 0.905
C: 0.300 0.156 -0.676
C: -0.803 0.889 0.028
C: -1.643 -0.179 0.787
O: -1.082 -1.470 0.693
C: 1.220 0.752 -1.637
O: 0.088 0.019 -2.101
H: 1.668 0.045 1.070
H: 0.706 -1.194 1.893
H: 1.666 -1.713 0.513
H: -1.446 1.483 -0.640
H: -0.308 1.583 0.714
H: -2.635 -0.281 0.354
H: -1.743 0.094 1.845
H: -0.502 -1.407 -0.091
H: 2.162 0.249 -1.860
H: 1.231 1.833 -1.799

A 8-piece molecular cluster, C39H44ClN5O6 overall at a distorted geometry, computed with ωB97M-V with the def2-TZVPD basis set.

Results
LUMO: -0.191 eV

Geometry (Å):
C: 35.208 35.748 34.084
C: 35.915 35.313 35.283
N: 36.743 34.197 35.121
C: 36.335 32.852 35.181
C: 37.525 32.137 35.003
N: 38.438 32.994 34.549
C: 38.081 34.187 34.712
C: 39.882 32.563 34.323
H: 34.764 35.032 33.613
H: 36.062 36.240 33.593
H: 34.610 36.523 34.233
H: 35.052 34.942 36.046
H: 36.467 36.200 35.606
H: 35.459 32.488 35.632
H: 37.722 31.121 34.925
H: 38.723 35.116 34.638
H: 40.695 33.156 34.519
H: 39.957 32.337 33.173
H: 39.897 31.508 34.796
Cl: 39.979 37.012 36.214
N: 35.615 32.758 30.143
C: 36.367 33.275 31.075
C: 36.968 34.609 30.996
C: 36.982 35.355 29.820
C: 36.217 34.692 28.696
C: 35.561 33.433 28.985
H: 36.610 32.669 31.884
H: 37.494 34.865 31.782
H: 37.478 36.124 29.715
H: 36.203 35.146 27.722
H: 35.014 32.912 28.084
N: 34.348 36.989 37.959
C: 34.371 38.139 37.243
C: 35.562 38.750 36.838
C: 36.835 38.146 37.352
C: 36.732 37.081 38.346
C: 35.435 36.470 38.538
H: 33.590 38.678 36.862
H: 35.713 39.729 36.162
H: 37.631 38.586 37.194
H: 37.511 36.625 38.509
H: 35.247 35.694 39.216
N: 38.682 28.743 35.648
C: 39.927 28.291 35.761
C: 40.459 27.454 36.721
C: 39.698 27.134 37.796
C: 38.257 27.459 37.740
C: 37.843 28.346 36.683
H: 40.553 28.533 34.863
H: 41.364 26.968 36.926
H: 40.024 26.924 38.745
H: 37.582 27.187 38.447
H: 36.816 28.469 36.704
C: 38.617 41.920 32.693
C: 38.738 40.647 33.527
C: 37.702 39.766 33.514
C: 36.617 40.013 32.809
C: 36.416 41.202 32.042
C: 37.522 42.178 31.982
O: 37.400 43.285 31.161
O: 37.762 38.492 34.145
H: 39.580 42.613 32.886
H: 39.598 40.284 34.058
H: 35.656 39.349 32.730
H: 35.440 41.275 31.276
H: 36.556 43.662 31.088
H: 38.345 38.431 35.005
C: 39.425 29.233 29.982
C: 40.198 29.356 28.512
C: 40.334 30.551 27.957
C: 39.698 31.678 28.502
C: 39.075 31.618 29.765
C: 39.134 30.419 30.547
O: 38.798 30.489 31.841
O: 40.859 30.620 26.651
H: 39.419 28.336 30.600
H: 40.543 28.277 28.156
H: 39.546 32.585 27.925
H: 38.950 32.530 30.360
H: 38.858 29.627 32.190
H: 41.333 29.741 26.362
C: 36.838 31.020 41.152
C: 37.494 32.436 41.317
C: 37.749 33.136 40.006
C: 37.396 32.472 38.832
C: 36.971 31.098 38.871
C: 36.575 30.463 39.928
O: 36.137 29.239 39.846
O: 38.238 34.410 39.864
H: 36.692 30.468 41.987
H: 37.664 33.019 42.185
H: 37.344 32.838 37.747
H: 36.757 30.709 37.941
H: 35.915 28.867 39.115
H: 38.478 34.604 39.066

| no. | HOMO-LUMO gap (eV) |
| --- | --- |
| 1 | 9.6692 |
| 2 | 7.6887 |